Entry from OMol25: an isolated ion of composition C4H11NOS and charge +1 at a distorted geometry (wB97M-V/def2-TZVPD).

Atoms and positions in Å:
C: 0.18 0.82 0.62
N: 0.71 -0.34 -0.10
C: 2.02 -0.85 0.16
O: 2.82 -0.95 -1.04
C: -1.34 1.11 0.56
C: -2.05 -0.19 0.13
S: -2.29 -0.06 -1.67
H: 0.49 0.67 1.64
H: 0.71 1.69 0.21
H: 0.54 -0.32 -1.10
H: 2.04 -1.88 0.52
H: 2.52 -0.18 0.86
H: 3.45 -0.23 -1.05
H: -1.70 1.90 -0.13
H: -1.63 1.51 1.52
H: -3.09 -0.32 0.50
H: -1.51 -1.08 0.46
H: -1.85 -1.31 -2.09

Total charge: +1
Highest occupied orbital energy (spin up / spin down) (eV): -12.74 / -12.69
Max |F| (hartree/bohr): 0.0494
Total energy (eV): -18689.02529
HOMO-LUMO gap (spin up / spin down) (eV): 8.70 / 3.65
Multiplicity: 2
Energy relative to the best compared isomer or geometry (same formula, charge and spin) (kJ/mol): 198.40